(i)
The following is a quantum chemistry calculation of a single C5H6N2O2 molecule, from the Open Molecules 2025 dataset.

2S+1	1
total charge	0
SMILES	C=C=N[C@@H](C=C)ON=O
HOMO	-9.1	eV
gap between HOMO and LUMO	9.26	eV

The geometry in XYZ format:
```
15
C5H6N2O2 ωB97M-V/def2-TZVPD
C 0.82 2.53 -1.18
C 0.41 1.68 -0.30
N -0.19 0.97 0.48
C 0.36 0.10 1.47
C 0.18 -1.36 1.13
C -0.41 -1.82 0.05
O 1.75 0.36 1.69
N 2.40 0.33 0.46
O 3.54 0.65 0.51
H 1.05 2.23 -2.18
H 0.95 3.57 -0.92
H -0.12 0.32 2.43
H 0.65 -2.02 1.85
H -0.48 -2.88 -0.14
H -0.87 -1.16 -0.67
```

=====

(ii)
The following is a quantum chemistry calculation of a single C5H6N2O2 molecule, from the Open Molecules 2025 dataset.

2S+1	1
total charge	0
SMILES	O=[N+]([O-])[C@@H]1C=CC=NC1
HOMO (alpha / beta)	-9.6 / -9.6	eV
gap between HOMO and LUMO (alpha / beta)	9.45 / 9.45	eV

The geometry in XYZ format:
```
15
C5H6N2O2 ωB97M-V/def2-TZVPD
O -0.09 -1.74 2.32
N -0.13 -0.73 1.63
O -0.44 0.38 1.92
C 0.28 -0.87 0.18
C 1.30 0.14 -0.14
C 0.85 1.35 -0.45
C -0.53 1.51 -0.82
N -1.31 0.56 -1.03
C -0.95 -0.78 -0.75
H 0.72 -1.89 0.25
H 2.26 0.04 0.28
H 1.56 2.05 -0.77
H -0.90 2.50 -0.78
H -0.79 -1.38 -1.54
H -1.85 -1.13 -0.31
```

=====

(ii) has the most favorable energy; the next structure is 42.2 kJ/mol above.

=====

(i)
The following is a quantum chemistry calculation of a gas-phase ion, C5H12N4 (charge +2), from the Open Molecules 2025 dataset.

2S+1	1
total charge	+2
SMILES	C=[N+]1C[C@H](NN)[N+](=C)C1
HOMO	-18.2	eV
gap between HOMO and LUMO	9.37	eV

The geometry in XYZ format:
```
21
C5H12N4 ωB97M-V/def2-TZVPD
C 2.82 0.35 0.89
N 1.66 0.19 0.43
C 1.15 0.79 -0.79
C -0.21 0.13 -1.04
N -1.34 1.12 -0.74
N -2.35 0.39 -0.05
N -0.28 -0.93 -0.06
C -1.42 -1.59 0.11
C 0.62 -0.62 1.04
H 3.13 -0.13 1.82
H 3.55 0.98 0.39
H 1.85 0.64 -1.62
H 1.01 1.87 -0.66
H -0.31 -0.27 -2.06
H -1.69 1.48 -1.63
H -3.25 0.37 -0.52
H -2.47 0.76 0.89
H -1.98 -1.92 -0.75
H -1.62 -2.07 1.06
H 1.02 -1.52 1.50
H 0.11 -0.02 1.81
```

=====

(ii)
The following is a quantum chemistry calculation of a gas-phase ion, C5H12N4 (charge +2), from the Open Molecules 2025 dataset.

2S+1	1
total charge	+2
HOMO (alpha / beta)	-19.4 / -19.2	eV
gap between HOMO and LUMO (alpha / beta)	9.28 / 8.44	eV

The geometry in XYZ format:
```
21
C5H12N4 ωB97M-V/def2-TZVPD
C 0.49 2.11 -0.06
C 0.27 -0.47 -1.10
C 2.57 1.60 0.95
C -1.98 -1.58 -1.36
C -1.53 -0.41 0.75
N -0.72 0.44 -1.46
N 1.37 1.26 0.19
N 1.28 -0.04 -0.19
N -1.12 -0.62 -0.64
H 0.10 3.10 -0.05
H 0.64 -1.21 -1.81
H 2.53 2.64 1.27
H 2.67 0.96 1.83
H 3.45 1.48 0.31
H -3.03 -1.36 -1.15
H -1.82 -1.50 -2.43
H -1.74 -2.60 -1.03
H -2.28 0.38 0.79
H -1.97 -1.32 1.14
H -0.68 -0.13 1.37
H 2.10 -0.63 -0.03
```

=====

(i) has the most favorable energy; the next structure is 512.8 kJ/mol above.

=====

(i)
The following is a quantum chemistry calculation of a molecular structure, C4H9NO, from the Open Molecules 2025 dataset.

2S+1	2
total charge	-1
HOMO (alpha / beta)	-0.1 / -2.7	eV
gap between HOMO and LUMO (alpha / beta)	4.50 / 7.04	eV

The geometry in XYZ format:
```
15
C4H9NO ωB97M-V/def2-TZVPD
C -0.84 -0.16 1.43
N -0.38 -0.74 0.17
C -1.16 -0.20 -0.94
C 1.07 -0.71 0.04
C 1.74 0.46 -0.35
O 1.23 1.80 -0.18
H -1.93 -0.29 1.51
H -0.58 0.90 1.50
H -0.36 -0.69 2.25
H -0.76 -0.59 -1.87
H -2.19 -0.56 -0.85
H -1.16 0.90 -1.00
H 1.48 -1.69 -0.14
H 1.02 1.12 -1.21
H 2.83 0.44 -0.37
```

=====

(ii)
The following is a quantum chemistry calculation of 2 unconnected molecules or ions with the total composition C4H9NO, from the Open Molecules 2025 dataset.

2S+1	2
total charge	-1
HOMO (alpha / beta)	1.2 / -2.1	eV
gap between HOMO and LUMO (alpha / beta)	1.92 / 5.07	eV

The geometry in XYZ format:
```
15
C4H9NO ωB97M-V/def2-TZVPD
N -1.11 -0.24 -0.34
C 0.13 0.23 -1.00
C 1.41 -0.05 -0.47
C 2.44 0.78 -1.08
C 3.71 0.91 -0.48
H -1.96 -0.43 -0.90
H -0.95 -0.73 0.49
H 0.07 0.66 -1.99
H 1.55 -0.61 0.34
H 2.00 1.32 -1.89
H 4.30 1.86 -0.72
H 4.06 0.08 0.33
H -4.58 -1.51 3.28
H -5.59 -0.84 2.28
O -4.67 -1.17 2.42
```

=====

(iii)
The following is a quantum chemistry calculation of a gas-phase ion, C4H9NO (charge -1), from the Open Molecules 2025 dataset.

2S+1	2
total charge	-1
HOMO (alpha / beta)	0.7 / -2.8	eV
gap between HOMO and LUMO (alpha / beta)	2.97 / 6.49	eV

The geometry in XYZ format:
```
15
C4H9NO ωB97M-V/def2-TZVPD
O -3.43 1.26 -0.40
C -2.31 0.86 0.06
C -1.23 0.28 -0.70
C 0.06 0.20 0.16
C 1.22 -0.60 -0.30
N 2.34 -0.53 0.69
H -2.02 1.19 1.01
H -1.10 0.86 -1.57
H -1.42 -0.83 -0.98
H 0.27 1.07 0.66
H -0.27 -0.18 1.19
H 1.43 -0.44 -1.30
H 0.79 -1.58 -0.26
H 3.25 -0.48 0.26
H 2.41 -1.09 1.50
```

=====

(iv)
The following is a quantum chemistry calculation of a gas-phase ion, C4H9NO (charge -1), from the Open Molecules 2025 dataset.

2S+1	2
total charge	-1
HOMO (alpha / beta)	0.7 / -2.8	eV
gap between HOMO and LUMO (alpha / beta)	3.09 / 6.50	eV

The geometry in XYZ format:
```
15
C4H9NO ωB97M-V/def2-TZVPD
O -3.01 1.38 0.81
C -1.97 0.65 0.69
C -0.54 1.19 0.47
C 0.46 0.09 0.67
C 1.21 -0.53 -0.51
N 0.59 -1.63 -1.23
H -2.19 -0.47 0.69
H -0.44 1.96 1.29
H -0.44 1.67 -0.59
H 1.30 0.39 1.32
H 0.00 -0.75 1.20
H 2.10 -0.98 -0.08
H 1.69 0.30 -1.01
H 1.24 -2.17 -1.79
H 0.00 -1.11 -1.96
```

=====

(iv) has the most favorable energy; the next structure is 50.2 kJ/mol above.

=====

(i)
The following is a quantum chemistry calculation of 2 unconnected molecules or ions with the total composition C3H9N2O2, from the Open Molecules 2025 dataset.

2S+1	1
total charge	+1
HOMO	-13.8	eV
gap between HOMO and LUMO	8.17	eV

The geometry in XYZ format:
```
16
C3H9N2O2 ωB97M-V/def2-TZVPD
C -2.69 -0.16 0.25
C 2.33 0.27 -0.58
C -1.80 -0.52 -0.67
N 1.32 -0.29 0.22
N 0.28 0.26 0.69
O 1.51 -1.62 0.58
O 0.15 1.57 0.46
H -3.46 -0.80 0.63
H 1.13 -1.66 1.47
H -2.75 0.90 0.72
H 1.72 0.77 -1.28
H 2.85 -0.57 -1.10
H 2.93 1.11 0.08
H -1.14 0.11 -1.08
H -1.81 -1.41 -1.20
H -0.59 2.05 0.82
```

=====

(ii)
The following is a quantum chemistry calculation of a gas-phase ion, C3H9N2O2 (charge +1), from the Open Molecules 2025 dataset.

2S+1	1
total charge	+1
SMILES	O[C@@H]1NC[NH2+][C@H]1O
HOMO	-14.1	eV
gap between HOMO and LUMO	10.78	eV

The geometry in XYZ format:
```
16
C3H9N2O2 ωB97M-V/def2-TZVPD
O 0.86 0.65 1.65
C 0.06 0.96 0.59
N -1.26 0.25 0.70
C -1.10 -1.07 0.01
N 0.37 -1.14 -0.14
C 0.76 0.17 -0.59
O 0.23 0.54 -1.81
H 1.00 1.36 2.22
H -0.02 2.13 0.45
H -1.97 0.76 0.40
H -1.61 -1.88 0.55
H -1.62 -0.95 -0.95
H 0.89 -1.11 0.84
H 0.75 -1.81 -0.88
H 1.86 0.22 -0.61
H 0.80 0.91 -2.44
```

=====

(iii)
The following is a quantum chemistry calculation of a gas-phase ion, C3H9N2O2 (charge +1), from the Open Molecules 2025 dataset.

2S+1	1
total charge	+1
SMILES	NC(=O)[C@H]([NH3+])CO
HOMO	-14.7	eV
gap between HOMO and LUMO	11.25	eV

The geometry in XYZ format:
```
16
C3H9N2O2 ωB97M-V/def2-TZVPD
N -1.05 2.02 -0.01
C -1.11 0.72 -0.34
O -2.13 0.11 -0.57
C 0.23 0.00 -0.50
N -0.13 -1.37 -0.91
C 1.14 -0.07 0.72
O 0.53 -0.95 1.64
H -1.92 2.51 0.17
H -0.25 2.52 0.34
H 0.79 0.50 -1.31
H -0.60 -1.86 -0.15
H -0.78 -1.31 -1.70
H 0.68 -1.93 -1.17
H 2.14 -0.41 0.39
H 1.28 0.92 1.17
H 1.18 -1.39 2.22
```

=====

(iii) has the most favorable energy; the next structure is 201.0 kJ/mol above.

=====

(i)
The following is a quantum chemistry calculation of a gas-phase ion, C3H9N2O2 (charge +1), from the Open Molecules 2025 dataset.

2S+1	1
total charge	+1
SMILES	C[C@@H](OO)C(N)=[NH2+]
HOMO	-14.6	eV
gap between HOMO and LUMO	11.27	eV

The geometry in XYZ format:
```
16
C3H9N2O2 ωB97M-V/def2-TZVPD
C 1.41 -0.78 0.88
C 0.61 0.47 0.53
O 1.03 1.19 -0.55
O -0.12 1.98 -0.74
C -0.81 0.05 0.14
N -1.67 0.45 1.06
N -0.91 -0.46 -1.06
H 0.65 -1.67 0.91
H 1.75 -0.62 1.90
H 2.30 -0.93 0.18
H 0.47 1.11 1.42
H 0.05 2.44 -1.58
H -2.66 0.42 0.93
H -1.42 0.66 2.02
H -1.82 -0.55 -1.49
H -0.06 -0.49 -1.59
```

=====

(ii)
The following is a quantum chemistry calculation of 3 unconnected molecules or ions with the total composition C3H9N2O2, from the Open Molecules 2025 dataset.

2S+1	1
total charge	+1
HOMO	-13.9	eV
gap between HOMO and LUMO	10.94	eV

The geometry in XYZ format:
```
16
C3H9N2O2 ωB97M-V/def2-TZVPD
C 1.36 -0.77 -0.03
C 0.89 0.01 1.05
N -0.41 0.23 0.87
C -0.89 -0.38 -0.26
N 0.23 -1.00 -0.80
H 2.22 -1.34 -0.27
H 1.50 0.12 1.91
H -1.10 0.76 1.43
H -1.91 -0.16 -0.48
H 0.19 -1.54 -1.66
H -0.71 -1.16 -3.96
H 0.44 -0.31 -3.49
O -0.21 -0.89 -3.20
H -0.18 1.44 3.29
H -0.67 2.97 2.82
O -0.76 2.03 2.78
```

=====

(ii) has the most favorable energy; the next structure is 285.8 kJ/mol above.